No. 1
{
  "formula": "C12H27BClNO3P",
  "method": "the ωB97M-V functional and the def2-TZVPD basis",
  "lumo_ev": 2.5,
  "homo_lumo_gap_ev": 5.57,
  "homo_ha": -0.115,
  "charge": -1,
  "max_force_ev_per_a": 3.08,
  "species": ["C", "C", "C", "P", "Cl", "C", "C", "B", "C", "O", "H", "H", "H", "H", "H", "H", "H", "H", "H", "H", "H", "H", "C", "O", "C", "C", "N", "C", "C", "O", "C", "H", "H", "H", "H", "H", "H", "H", "H", "H", "H", "H", "H", "H", "H", "H"],
  "xyz": [[-2.90587, -3.68506, 4.57371], [-1.90364, -3.85189, 3.88487], [-0.46208, -3.95386, 3.25392], [0.48993, -2.27737, 3.61211], [1.35004, -0.33529, 4.06715], [0.59602, -2.77703, 5.47357], [1.68915, -2.28195, 6.21578], [0.24318, -1.74612, 1.76947], [-0.96340, -0.72096, 1.41904], [1.04041, -2.21673, 0.65635], [-3.65463, -3.23225, 5.27241], [0.10368, -4.85429, 3.65642], [-0.59199, -4.10318, 2.13580], [-0.82097, -1.69776, 3.89889], [1.78294, -2.88636, 3.35925], [-0.13285, -3.45368, 6.00445], [2.70913, -2.52184, 5.77127], [1.55836, -1.64255, 7.13865], [-0.80752, 0.22040, 2.03545], [-0.95804, -0.47152, 0.30334], [-1.99106, -1.18332, 1.60727], [1.85732, -1.68070, 0.65552], [2.36916, 3.71107, -3.54137], [1.01086, 4.01488, -3.81002], [0.49564, 3.36156, -4.96968], [-0.48949, 2.25872, -4.58777], [0.18852, 1.12581, -3.96265], [-0.71260, 0.17542, -3.30340], [-1.59295, 0.69356, -2.15881], [-0.88105, 1.04764, -0.98283], [-0.30150, 2.33966, -1.00897], [2.72626, 4.41285, -2.78617], [2.47469, 2.70073, -3.13569], [2.98798, 3.81827, -4.43669], [1.29286, 2.98381, -5.61693], [-0.05178, 4.12468, -5.53205], [-1.00821, 1.91371, -5.48782], [-1.22914, 2.70425, -3.91398], [0.84214, 1.47031, -3.26974], [-0.07989, -0.62166, -2.90219], [-1.35092, -0.28631, -4.06610], [-2.24213, -0.13668, -1.85881], [-2.26634, 1.50121, -2.46673], [-0.91018, 3.05950, -1.56328], [0.70778, 2.29080, -1.42368], [-0.20781, 2.68949, 0.02068]],
  "forces_ev_per_a": [[0.55, 0.68, -0.08], [1.15, -0.13, 0.47], [-2.07, -1.03, -0.30], [-1.16, -2.71, -0.01], [0.93, 1.60, -0.28], [2.16, 0.10, 2.20], [-1.47, -1.19, -1.07], [-0.30, 0.83, -1.28], [-0.38, -0.44, -0.98], [-0.06, 0.98, 1.01], [1.08, -0.98, -1.30], [-0.83, 1.08, -0.37], [0.13, 0.00, 1.12], [0.31, 0.15, 0.59], [0.39, -0.01, -0.04], [-0.41, 1.93, -0.52], [-1.09, 1.88, 0.12], [0.50, -1.80, -0.30], [-0.47, -1.10, -0.66], [0.11, -0.30, 1.88], [1.24, 0.68, 0.23], [-0.35, -0.66, 0.06], [-0.20, 0.11, 0.22], [0.36, -0.17, -0.29], [-0.62, 0.08, 0.13], [0.51, 0.00, 0.18], [-0.16, 0.12, -0.04], [0.24, 0.05, 0.08], [-0.02, -0.48, 0.16], [-0.18, 0.67, -0.85], [0.11, -0.22, 0.31], [-0.10, -0.01, -0.05], [0.17, -0.05, -0.10], [0.01, -0.06, -0.01], [0.07, -0.08, 0.16], [0.02, -0.03, -0.03], [-0.01, -0.01, 0.01], [-0.12, 0.14, -0.12], [-0.08, -0.01, -0.08], [-0.13, 0.00, 0.05], [-0.04, 0.10, 0.04], [0.07, 0.03, 0.00], [0.12, 0.15, -0.04], [0.05, -0.04, -0.09], [0.02, 0.24, -0.11], [-0.07, -0.11, 0.01]],
  "lowdin_charge": [0.00, -0.22, -0.33, 0.21, 0.13, -0.37, -0.20, -0.63, -0.08, -0.02, 0.03, 0.08, 0.06, 0.00, -0.01, 0.06, 0.04, 0.04, 0.06, 0.04, 0.07, 0.09, -0.11, -0.20, -0.21, -0.22, -0.05, -0.19, -0.22, -0.22, -0.08, 0.09, 0.07, 0.08, 0.12, 0.12, 0.12, 0.10, 0.06, 0.12, 0.11, 0.12, 0.11, 0.09, 0.07, 0.09]
}

=====

No. 2
{
  "formula": "C12H27BFO7",
  "method": "the ωB97M-V functional and the def2-TZVPD basis",
  "lumo_ev": 2.5,
  "homo_lumo_gap_ev": 6.87,
  "homo_ha": -0.162,
  "charge": -1,
  "max_force_ev_per_a": 0.37,
  "species": ["C", "O", "C", "C", "C", "C", "B", "C", "F", "H", "H", "H", "H", "H", "H", "H", "H", "H", "H", "H", "H", "H", "H", "H", "C", "O", "C", "O", "O", "C", "H", "H", "H", "H", "H", "H", "C", "O", "C", "O", "O", "C", "H", "H", "H", "H", "H", "H"],
  "xyz": [[-4.12503, -1.69984, -0.54633], [-3.45882, -0.46330, -0.47197], [-2.08012, -0.55300, -0.11777], [-1.11922, -0.31565, -1.28134], [-1.40679, -1.03851, -2.61233], [-0.60779, -2.32574, -2.91743], [-0.36378, -3.44705, -1.73052], [0.91557, -3.12219, -0.73751], [-1.60243, -3.53029, -0.92786], [-3.71150, -2.34979, -1.32015], [-5.17628, -1.47624, -0.74661], [-4.04991, -2.24931, 0.40333], [-1.87787, -1.52431, 0.34447], [-1.92101, 0.23223, 0.63158], [-1.07955, 0.76942, -1.45527], [-0.12957, -0.61668, -0.92728], [-2.48186, -1.24847, -2.65979], [-1.23313, -0.30527, -3.41401], [0.37844, -2.02761, -3.31815], [-1.12128, -2.82094, -3.75659], [-0.19738, -4.56452, -2.26874], [0.66057, -3.36714, 0.30409], [1.26204, -2.08170, -0.75838], [1.78477, -3.74073, -1.00491], [-3.45760, 2.15659, 2.47870], [-2.03767, 2.33435, 2.57569], [-1.63516, 3.01705, 3.63360], [-2.33821, 3.49003, 4.49148], [-0.30449, 3.10612, 3.59726], [0.26763, 3.81463, 4.69625], [-3.61661, 1.57458, 1.57519], [-3.82983, 1.61808, 3.34803], [-3.95145, 3.12443, 2.41378], [0.02583, 3.32339, 5.63728], [-0.09972, 4.83920, 4.72650], [1.33852, 3.79642, 4.51982], [6.05349, -0.20803, 0.29905], [5.56631, 0.90379, -0.46031], [4.38744, 0.66345, -1.04634], [3.76518, -0.35719, -0.97662], [4.01747, 1.75256, -1.71968], [2.74237, 1.60392, -2.36962], [7.00112, 0.12226, 0.71376], [5.35297, -0.46696, 1.09066], [6.19279, -1.07718, -0.34104], [1.96217, 1.40051, -1.63911], [2.77149, 0.78404, -3.08394], [2.56787, 2.55061, -2.87093]],
  "forces_ev_per_a": [[-0.04, -0.21, 0.10], [-0.02, 0.37, -0.02], [0.09, -0.22, 0.08], [0.16, 0.12, -0.05], [-0.19, -0.01, 0.02], [0.12, 0.02, -0.07], [-0.03, 0.03, -0.09], [-0.07, -0.13, -0.07], [-0.08, 0.02, 0.10], [-0.02, 0.00, 0.01], [0.06, -0.06, -0.03], [-0.03, 0.05, -0.06], [-0.06, 0.02, -0.10], [0.13, -0.10, 0.01], [-0.04, -0.10, -0.04], [0.00, 0.14, 0.03], [0.11, 0.00, 0.01], [-0.05, -0.10, 0.02], [-0.08, -0.07, 0.07], [0.07, 0.09, 0.03], [0.00, 0.12, 0.07], [0.04, 0.01, -0.06], [0.02, -0.05, 0.06], [-0.06, 0.10, 0.05], [-0.03, -0.08, -0.09], [-0.02, -0.03, -0.06], [0.01, 0.04, 0.03], [-0.06, 0.02, 0.06], [0.05, 0.00, 0.00], [0.02, -0.01, -0.02], [-0.01, 0.00, -0.01], [0.01, 0.00, 0.01], [-0.01, 0.00, -0.01], [0.01, -0.01, 0.00], [0.00, 0.01, -0.01], [0.01, 0.02, 0.03], [0.02, 0.05, -0.01], [0.04, -0.04, 0.03], [-0.08, 0.16, -0.07], [0.04, -0.19, 0.07], [-0.02, 0.00, -0.01], [0.00, 0.04, 0.00], [0.01, -0.03, 0.02], [0.00, 0.01, 0.01], [0.01, 0.00, -0.01], [-0.01, 0.01, 0.01], [0.01, 0.00, -0.01], [-0.03, -0.01, -0.01]],
  "lowdin_charge": [-0.13, -0.21, -0.22, -0.17, -0.22, -0.18, -0.70, -0.10, -0.10, 0.07, 0.08, 0.09, 0.11, 0.10, 0.10, 0.09, 0.09, 0.09, 0.08, 0.07, 0.06, 0.03, 0.01, 0.02, -0.02, 0.01, -0.63, 0.11, 0.00, -0.05, 0.08, 0.10, 0.10, 0.10, 0.09, 0.09, -0.05, -0.01, -0.63, 0.14, 0.00, -0.03, 0.09, 0.10, 0.10, 0.09, 0.10, 0.09]
}